[1]
The following is a quantum chemistry calculation of the ion C4H10NO2 with charge -1 in a non-equilibrium geometry, from the Open Molecules 2025 dataset.

```
! RIJCOSX wB97M-V def2-TZVPD def2/J DEFGRID3
* xyz -1 1
H -1.644 -1.703 -0.769
H 0.866 -0.217 -1.831
N 1.036 -0.882 -1.117
H 1.159 1.011 2.329
O -2.494 0.029 -0.328
H -0.035 -1.573 0.533
C -1.399 -0.665 -0.903
C -0.020 0.656 0.526
O 2.173 -0.147 1.065
H 1.926 -0.763 -0.606
H -0.853 0.709 1.152
C -0.082 -0.636 -0.173
H 1.940 1.787 0.914
H -2.212 0.561 0.361
H -1.594 -0.310 -2.078
C 1.369 0.872 1.324
H -0.136 1.271 -0.398
*
```

**HOMO-LUMO gap**: 0.2369 hartree
**Largest force on an atom**: 0.0797 Eh/bohr
**DFT total energy**: -363.55858 a.u.
**SMILES**: N[C@H](CO)CC[O-]

[2]
The following is a quantum chemistry calculation of the molecule C4H10NO2 in a non-equilibrium geometry, from the Open Molecules 2025 dataset.

```
! RIJCOSX wB97M-V def2-TZVPD def2/J DEFGRID3
* xyz 0 2
C -0.012 -0.874 0.208
C 0.485 0.121 -0.759
O -1.996 -1.456 -0.995
N -0.953 -0.485 1.308
O 0.125 2.028 0.532
H -0.154 -2.246 -1.567
H 1.207 -0.279 -1.447
H 2.102 1.022 0.373
H -0.825 0.505 1.566
H -1.938 -0.790 1.045
H -0.765 -1.051 2.187
H 0.786 -1.447 0.621
H -0.353 0.458 -1.400
C -0.826 -1.766 -0.889
C 1.195 1.404 -0.242
H 0.314 3.016 0.567
H 1.608 1.842 -1.110
*
```

**Expectation value of S²**: 0.75
**HOMO-LUMO gap (alpha / beta)**: 0.1513 / 0.2985 hartree
**Largest force on an atom**: 0.0928 Eh/bohr
**DFT total energy**: -363.48145 a.u.

[3]
The following is a quantum chemistry calculation of a structure of composition C4H10NO2 in a non-equilibrium geometry, from the Open Molecules 2025 dataset.

```
! RIJCOSX wB97M-V def2-TZVPD def2/J DEFGRID3
* xyz 1 1
H -0.889 -2.245 1.088
H -1.609 1.406 -1.054
O -1.489 -0.157 0.368
N 0.961 0.101 0.132
H 2.404 0.064 -1.335
H -3.207 0.463 -0.683
C -0.548 -0.894 -0.230
C -2.195 0.931 -0.225
H 1.726 1.749 0.976
C 2.099 -0.489 -0.517
H -2.507 1.715 0.612
H 1.864 -1.489 -0.784
O -0.305 -2.102 0.316
C 0.962 1.129 0.852
H -0.338 -1.003 -1.313
H 0.101 1.307 1.496
H 2.968 -0.486 0.300
*
```

**HOMO-LUMO gap**: 0.4088 hartree
**Largest force on an atom**: 0.0859 Eh/bohr
**DFT total energy**: -363.30523 a.u.

[4]
The following is a quantum chemistry calculation of the ion C4H10NO2 with charge +1 in a non-equilibrium geometry, from the Open Molecules 2025 dataset.

```
! RIJCOSX wB97M-V def2-TZVPD def2/J DEFGRID3
* xyz 1 1
C -1.604 -0.789 -0.083
H 0.365 1.348 0.809
C -1.477 0.744 -0.189
C 1.433 -0.759 0.814
H 2.014 -0.015 1.249
H -2.100 1.304 0.670
H -1.514 -1.256 0.938
O 1.598 0.107 -1.590
O -0.726 -1.319 -0.877
C 0.932 -0.080 -0.470
H -1.868 1.007 -1.185
H 2.014 -1.682 0.723
N -0.006 1.009 -0.116
H 1.946 -0.644 -2.049
H -2.638 -1.018 -0.578
H 0.156 1.681 -0.812
H 0.670 -0.939 1.557
*
```

**HOMO-LUMO gap (alpha / beta)**: 0.3356 / 0.3357 hartree
**Largest force on an atom**: 0.1106 Eh/bohr
**DFT total energy**: -363.26661 a.u.